{
  "formula": "C4H3FGdO5",
  "method": "ωB97M-V/def2-TZVPD",
  "symbols": ["C", "C", "F", "H", "H", "H", "O", "C", "O", "O", "Gd", "O", "O", "C"],
  "positions_angstrom": [[-1.28, -0.35, -0.34], [-0.45, -1.18, 0.65], [-2.46, 0.01, 0.26], [-1.50, -0.89, -1.27], [-0.28, -0.59, 1.56], [-1.07, -2.04, 0.93], [0.74, -1.68, 0.09], [1.89, -0.91, -0.02], [2.82, -1.51, -0.53], [0.11, 2.20, 0.78], [2.13, 1.43, 0.40], [0.18, 2.69, -1.37], [-0.54, 0.75, -0.72], [-0.29, 2.06, -0.42]],
  "spin_multiplicity": 8,
  "total_charge": 1,
  "largest_force_ha_per_bohr": 0.12940,
  "total_energy_ev": -37973.2228,
  "orbital_gap_ev": [8.350, 5.586]
}

***

{
  "formula": "F10InN5O20S10",
  "method": "ωB97M-V/def2-TZVPD",
  "symbols": ["In", "N", "S", "O", "O", "F", "S", "O", "O", "F", "N", "S", "O", "O", "F", "S", "O", "O", "F", "N", "S", "O", "O", "F", "S", "O", "O", "F", "N", "S", "O", "O", "F", "S", "O", "O", "F", "N", "S", "O", "O", "F", "S", "O", "O", "F"],
  "positions_angstrom": [[-0.55, -0.24, 0.30], [-0.06, 2.29, 1.11], [1.16, 3.15, 1.62], [1.22, 3.41, 3.02], [1.66, 4.15, 0.75], [2.24, 1.96, 1.55], [-1.24, 3.47, 1.33], [-1.19, 4.56, 0.43], [-1.64, 3.66, 2.68], [-2.39, 2.52, 0.76], [-0.27, -2.81, -0.36], [-0.03, -3.94, 0.80], [1.28, -4.42, 0.99], [-1.15, -4.79, 1.02], [-0.21, -2.92, 2.03], [-0.08, -3.79, -1.61], [-1.19, -4.61, -1.94], [1.25, -4.15, -1.94], [-0.36, -2.60, -2.68], [-2.43, 0.54, -1.53], [-3.58, -0.66, -1.77], [-3.48, -1.34, -3.01], [-4.86, -0.44, -1.22], [-2.88, -1.70, -0.76], [-3.22, 1.73, -2.17], [-4.28, 2.30, -1.41], [-3.43, 1.63, -3.58], [-2.09, 2.83, -2.01], [1.37, 0.51, -1.63], [2.32, -0.50, -2.56], [3.71, -0.24, -2.60], [1.69, -1.14, -3.66], [2.22, -1.64, -1.45], [1.60, 1.90, -2.38], [1.15, 2.02, -3.72], [2.81, 2.53, -1.98], [0.53, 2.73, -1.55], [0.86, -0.52, 2.53], [2.43, -1.14, 2.48], [2.60, -2.48, 2.87], [3.50, -0.23, 2.70], [2.44, -1.16, 0.89], [0.85, -0.19, 4.07], [1.38, 1.06, 4.46], [1.06, -1.29, 4.96], [-0.75, -0.02, 4.17]],
  "total_charge": -2,
  "largest_force_ha_per_bohr": 0.15312,
  "de_lowest_kcal_mol": 28.6,
  "total_energy_ev": -189095.2308,
  "orbital_gap_ev": 4.453
}